C58H131BN9O21 | ωB97M-V/def2-TZVPD

Geometry (Å):
O -0.225 16.828 17.634
C 0.718 16.571 18.427
O 0.713 16.586 19.711
B 2.043 16.229 20.224
O 2.865 16.342 18.996
C 2.136 16.455 17.946
O 2.557 16.520 16.802
O 2.069 14.961 20.932
C 2.533 15.180 22.162
O 2.894 14.331 22.921
C 2.794 16.647 22.323
O 2.431 17.264 21.209
O 3.107 17.302 23.313
C 6.362 11.391 13.678
C 5.991 11.981 15.130
C 7.411 11.945 15.937
C 8.393 13.091 15.599
C 7.686 14.523 15.697
C 6.395 14.618 14.828
N 5.539 13.392 15.093
O 4.238 13.538 14.738
C 5.750 15.885 15.361
C 6.742 14.871 13.324
C 4.954 11.097 15.909
H 6.665 12.203 13.018
H 5.477 10.987 13.187
H 7.114 10.605 13.746
H 7.387 11.749 17.009
H 8.042 11.106 15.643
H 8.741 12.934 14.578
H 9.336 13.100 16.145
H 8.486 15.166 15.330
H 7.525 14.557 16.775
H 5.222 15.514 16.239
H 6.360 16.749 15.626
H 4.901 16.310 14.827
H 5.896 14.707 12.656
H 7.092 15.898 13.221
H 7.493 14.187 12.927
H 4.727 11.465 16.910
H 5.287 10.065 16.028
H 4.002 11.264 15.405
H 3.872 14.040 15.470
C 0.558 15.815 14.028
C 0.462 16.875 12.885
C -0.594 17.896 13.378
C -0.495 19.338 12.746
C 0.955 19.821 12.712
C 1.999 18.754 12.180
N 1.811 17.472 12.754
O 2.832 16.581 12.413
C 1.996 18.844 10.684
C 3.385 19.283 12.722
C -0.099 16.106 11.706
H -0.408 15.321 14.136
H 0.699 16.363 14.960
H 1.374 15.097 13.950
H -1.555 17.609 12.952
H -0.601 18.000 14.463
H -1.126 20.057 13.269
H -0.832 19.280 11.711
H 1.126 20.270 13.691
H 0.883 20.642 11.998
H 1.024 18.475 10.358
H 2.153 19.815 10.214
H 2.772 18.200 10.271
H 3.431 19.230 13.810
H 4.245 18.699 12.396
H 3.528 20.342 12.503
H 0.556 15.281 11.425
H -0.242 16.647 10.771
H -1.087 15.710 11.939
H 3.281 16.444 13.250
C -3.465 12.417 17.012
O -2.091 12.434 17.111
C -1.495 13.758 17.009
C -0.054 13.484 16.522
N 0.634 13.117 17.758
C 2.080 12.834 17.567
C 2.533 12.333 18.969
O 1.685 11.405 19.641
C 2.068 10.945 20.932
H -3.683 11.373 17.237
H -3.682 12.718 15.987
H -3.750 13.130 17.786
H -1.523 14.367 17.913
H -2.042 14.303 16.240
H 0.523 14.317 16.118
H 0.097 12.711 15.769
H 0.353 12.249 18.191
H 2.648 13.707 17.247
H 2.190 12.107 16.762
H 2.854 13.183 19.572
H 3.426 11.795 18.651
H 1.412 10.120 21.210
H 2.042 11.756 21.658
H 3.058 10.496 21.017
C -2.258 20.171 25.315
O -1.271 21.051 24.730
C -1.771 21.823 23.670
C -0.573 22.793 23.329
N 0.676 22.026 23.512
C 0.829 21.545 22.177
C 2.149 20.713 22.085
O 3.269 21.355 22.732
C 4.414 20.681 22.558
H -2.867 20.804 25.960
H -1.712 19.437 25.907
H -3.003 19.776 24.623
H -2.645 22.372 24.020
H -2.058 21.283 22.768
H -0.765 23.528 24.111
H -0.841 23.245 22.375
H 0.198 21.407 24.150
H 0.780 22.400 21.503
H -0.008 20.974 21.773
H 2.336 20.436 21.047
H 2.051 19.761 22.607
H 4.358 19.699 22.090
H 4.914 20.465 23.502
H 5.101 21.184 21.877
C -0.391 21.777 31.289
O 0.583 21.114 30.476
C 1.338 22.084 29.713
C 1.906 21.312 28.511
N 3.045 20.448 28.840
C 2.463 19.165 29.343
C 1.717 18.419 28.334
O 2.477 18.431 27.048
C 1.691 17.873 25.980
H -0.748 21.162 32.116
H -1.294 22.190 30.838
H 0.012 22.625 31.843
H 2.133 22.508 30.326
H 0.747 22.862 29.229
H 2.257 22.093 27.836
H 1.074 20.856 27.973
H 3.237 20.878 29.733
H 1.914 19.276 30.278
H 3.328 18.579 29.655
H 0.708 18.829 28.357
H 1.582 17.404 28.707
H 1.625 16.785 25.962
H 2.065 18.285 25.043
H 0.699 18.323 26.010
C 10.830 15.438 18.839
O 10.173 16.689 18.664
C 8.748 16.566 18.776
C 8.058 17.882 18.118
N 8.266 18.785 19.281
C 7.843 20.134 18.905
C 6.274 20.279 18.830
O 5.534 19.662 17.690
C 4.099 19.869 17.666
H 10.562 14.806 17.992
H 10.481 14.907 19.725
H 11.918 15.488 18.864
H 8.285 16.298 19.726
H 8.557 15.735 18.098
H 7.033 17.625 17.853
H 8.565 18.393 17.299
H 9.248 18.746 19.512
H 8.354 20.417 17.985
H 8.138 20.848 19.673
H 5.916 21.302 18.941
H 5.900 19.815 19.743
H 3.725 18.971 18.158
H 3.562 19.803 16.720
H 3.893 20.765 18.252
C 0.345 20.496 16.616
C -0.743 21.558 16.610
C -2.079 21.038 16.334
O -3.028 22.185 16.352
C -4.342 21.843 16.017
N -0.741 22.207 17.900
H 1.359 20.862 16.773
H 0.191 19.865 15.740
H 0.118 19.762 17.389
H -0.463 22.318 15.881
H -2.231 20.388 17.195
H -2.252 20.561 15.370
H -4.339 21.356 15.042
H -5.036 22.684 16.010
H -4.671 21.175 16.813
H -1.319 22.986 18.180
H -1.129 21.540 18.551
C 5.993 16.500 25.215
C 5.156 17.427 26.088
C 5.938 17.760 27.388
O 5.159 18.676 28.198
C 5.858 19.022 29.346
N 4.971 18.696 25.350
H 6.963 16.927 24.962
H 5.621 16.284 24.213
H 6.024 15.601 25.831
H 4.178 17.078 26.419
H 6.889 18.237 27.150
H 6.050 16.790 27.873
H 5.450 19.838 29.941
H 6.913 19.290 29.282
H 5.755 18.055 29.840
H 4.449 18.528 24.502
H 5.887 18.980 25.033
C -0.597 18.210 22.671
C -1.817 17.371 22.736
C -2.119 16.288 21.678
O -3.304 15.614 21.949
C -3.928 14.511 21.146
N -1.555 16.627 23.932
H -0.514 18.727 23.627
H -0.611 18.909 21.835
H 0.257 17.553 22.507
H -2.653 18.015 23.010
H -1.214 15.685 21.609
H -2.301 16.698 20.685
H -3.777 14.793 20.104
H -5.000 14.405 21.314
H -3.357 13.584 21.197
H -2.290 16.021 24.267
H -0.856 15.930 23.721

Force components x, y, z for each atom (eV/Å):
1.8 -0.9 2.1
-3.1 1.6 -2.7
-1.6 -0.4 -0.4
0.6 0.9 2.5
1.4 -0.7 0.2
1.1 -0.2 -1.1
-0.5 -0.1 0.3
-0.8 -0.1 -3.0
1.1 5.2 0.8
0.6 -3.5 2.3
-0.8 -3.1 0.4
-0.7 0.5 -3.1
0.9 0.8 1.6
-1.2 0.6 0.9
2.4 -0.1 0.6
0.7 0.1 -0.6
-1.6 1.1 -0.8
1.3 -3.2 -0.7
1.1 -0.3 -0.6
2.7 0.3 1.5
-1.5 0.4 -1.1
-2.3 -0.4 0.9
0.1 -0.6 0.3
0.2 1.4 -0.6
0.4 -0.1 0.2
-0.2 -0.2 0.1
0.0 0.1 0.0
-0.9 0.7 0.2
-0.7 -0.7 -0.5
-0.2 0.1 -0.4
-0.3 -0.2 0.6
-0.5 0.8 0.3
-0.5 0.9 -0.2
0.2 0.6 0.7
0.5 -0.5 -0.1
0.1 -0.2 -0.7
-0.4 0.3 0.3
0.0 0.0 -0.1
0.4 0.0 0.2
0.6 0.3 0.1
-0.2 0.0 -0.5
0.0 -0.8 -0.3
-0.6 0.1 0.2
-0.2 1.1 0.4
0.2 -1.1 1.1
0.0 1.9 -1.2
1.1 -1.6 -0.1
-1.1 -0.3 -0.2
1.5 3.3 1.5
-1.8 0.2 1.0
-0.2 -0.3 -0.5
-0.2 -1.0 -1.2
-0.3 -0.1 0.2
0.1 -0.2 -1.4
0.1 -0.3 -0.2
0.2 -0.1 0.1
-0.1 -0.1 -0.4
-0.2 -0.7 0.8
-0.1 -0.3 0.0
-0.1 -0.1 0.1
-0.3 0.0 -0.1
0.8 -0.4 0.1
0.8 0.2 0.0
0.0 0.0 -0.4
0.0 0.3 0.5
-0.1 -0.3 0.0
-0.4 -0.2 0.2
-0.1 0.1 -0.5
0.0 0.0 -0.4
0.1 -0.2 0.2
0.1 0.5 0.0
0.1 -0.2 0.2
0.2 -0.2 0.2
1.0 0.2 0.4
2.6 0.6 0.4
0.2 -1.0 -2.3
0.4 0.0 2.1
2.0 0.4 -0.5
-2.3 -0.2 1.5
2.0 -0.3 -0.9
-0.4 0.0 -0.7
0.2 0.5 0.0
-0.9 0.2 -0.1
-1.0 0.1 0.0
-1.4 -0.1 -0.1
0.1 -0.4 0.3
-0.3 0.2 -0.2
-0.6 0.6 0.2
-0.9 -0.4 -0.3
-1.0 0.0 -0.1
0.0 0.3 0.4
0.3 -0.6 0.0
-0.5 0.0 0.3
0.7 -0.3 0.7
-0.4 0.3 -0.1
-0.2 0.1 0.1
0.5 0.2 -0.6
0.3 1.3 0.3
-1.7 -1.5 0.2
0.6 0.9 -0.5
-2.5 0.2 2.1
-2.2 2.7 -0.8
2.6 -1.4 -0.7
-0.7 0.0 0.4
-2.9 1.3 -0.6
2.6 -1.7 -0.5
-0.1 0.0 0.5
-0.3 -0.2 -0.3
0.6 -0.5 -0.5
-0.2 0.3 -0.1
0.0 -0.8 0.2
0.8 0.6 0.0
0.8 0.1 -0.1
1.8 -1.5 0.2
0.9 0.2 -0.1
-0.1 -0.8 0.2
0.4 0.2 -0.3
-0.4 -0.2 0.0
-0.8 -0.4 0.0
0.1 0.4 0.2
0.4 0.6 0.0
0.3 0.1 1.1
-1.3 1.8 0.6
-0.2 -1.8 -1.3
0.4 1.6 -0.3
-2.2 -0.3 1.1
2.7 0.0 0.9
0.5 -0.8 -1.7
-2.3 -0.3 2.0
-0.2 1.5 -0.1
0.2 -0.7 -0.3
0.1 -0.3 -1.0
0.6 0.3 -0.2
0.0 0.2 0.2
-0.6 0.2 0.6
0.2 0.1 -0.3
0.2 -0.4 0.1
1.3 0.1 0.2
-0.6 0.2 -0.2
0.2 -0.1 -0.2
-0.3 0.2 -1.2
0.1 -0.4 -0.2
0.2 0.0 0.1
0.6 -0.6 0.1
-0.5 -0.3 0.3
-0.8 -0.1 -0.3
0.6 0.3 1.4
-0.3 0.1 -4.0
1.9 -1.5 3.3
-2.0 0.7 -0.7
-1.1 -0.2 -0.1
-1.1 -0.9 -0.3
1.5 0.8 -0.4
1.0 -1.1 1.9
0.0 -0.3 -0.2
0.0 0.1 0.3
-0.1 0.7 0.1
0.5 0.5 0.4
-0.6 -0.3 0.0
-0.1 0.5 0.4
0.2 -0.9 -0.7
0.1 0.2 -0.1
-0.2 0.4 -0.5
0.0 0.0 0.1
0.5 0.4 -0.4
0.0 -0.4 0.1
-0.5 0.2 0.6
1.0 0.6 -0.6
-0.5 0.1 -0.2
-1.1 -1.0 0.1
1.7 2.0 -0.3
-2.4 0.9 -0.3
1.4 0.0 0.1
0.4 -0.9 0.6
0.4 -0.2 2.1
-0.2 0.1 -0.3
0.7 0.2 -0.5
0.1 0.1 0.5
-0.1 0.1 -0.3
-0.9 -0.5 -0.2
0.3 -0.4 0.0
-0.4 -0.2 -0.1
0.5 0.4 0.0
-0.6 -0.5 -0.3
-0.2 0.6 -1.5
0.5 -0.7 0.5
-0.5 -0.7 0.6
0.8 2.3 -0.8
-1.7 0.4 -0.6
0.9 0.4 -1.8
-0.1 -1.3 0.8
-0.2 0.1 0.6
0.4 0.1 0.8
-0.9 -0.1 0.4
0.8 -0.7 -0.6
0.1 -0.4 -0.4
0.3 -0.2 0.0
0.5 0.0 0.6
-0.8 -0.1 -0.4
0.4 -0.2 -0.8
0.8 0.2 1.6
-0.4 -0.4 -0.2
0.3 0.2 0.0
0.7 0.4 -1.6
-1.3 -1.4 1.0
0.3 1.3 -2.5
-2.9 -2.2 1.6
2.7 2.1 -0.6
0.1 -1.4 2.4
0.2 0.0 -0.2
0.1 0.1 0.0
0.3 0.2 0.2
-0.6 -0.1 -0.7
0.0 -0.5 0.1
0.6 0.5 -0.4
-0.3 0.2 -0.4
0.3 0.2 0.6
-0.2 -0.2 0.7
-0.8 0.3 -0.3
0.8 0.1 0.0

2S+1: 2
Gap between HOMO and LUMO (spin up / spin down) (Ha): 0.0802 / 0.2268
Molar mass (g/mol): 1301.540
LUMO level (spin up / spin down) (Ha): 0.12543 / 0.12543
HOMO level (spin up / spin down) (Eh): 0.045 / -0.101
Net charge: -2